(1)
A molecular structure, C28H18F5N4O4PdS3Se, computed with ωB97M-V with the def2-TZVPD basis set.

Structure (XYZ):
```
64
Properties=species:S:1:pos:R:3:forces:R:3:mulliken_charge:R:1
Pd 1.13764 0.56875 0.46608 -0.77 -0.37 -0.82 0.721
Se 4.74932 1.94195 0.88208 0.55 0.25 -0.32 -0.169
C 3.24375 1.40782 1.55143 -0.35 0.19 1.18 0.352
N 2.25242 1.08405 2.12839 0.40 -0.01 -0.08 -0.555
O -0.16621 0.75009 -1.43542 -0.10 0.18 -0.01 0.000
S -0.89857 0.35290 -2.65866 -0.73 -0.03 -0.15 -0.291
C -2.34742 -0.57664 -2.08581 0.19 0.00 -0.15 0.887
C -3.00727 -1.41515 -2.96861 0.05 0.03 -0.05 -0.595
C -4.14455 -2.08596 -2.54388 0.00 0.00 0.01 -0.471
C -4.61595 -1.89928 -1.25184 -0.05 -0.01 0.01 -0.562
C -3.93276 -1.07283 -0.36930 0.02 -0.01 -0.03 -0.650
C -2.78215 -0.41852 -0.78173 0.08 0.07 0.08 -0.535
C -1.89063 1.78512 -3.18087 0.24 -0.11 -0.01 0.509
C -2.04640 2.03059 -4.53519 0.11 -0.16 0.00 -0.419
C -2.85696 3.07875 -4.94802 -0.06 0.02 -0.01 -0.506
C -3.49738 3.87155 -4.00737 0.01 -0.01 -0.05 -0.632
C -3.30200 3.64345 -2.65044 0.01 -0.02 -0.06 -0.660
C -2.49307 2.59900 -2.23549 0.00 0.01 0.15 0.007
H -2.63529 -1.54085 -3.97894 0.00 -0.03 0.01 0.407
H -4.65539 -2.76243 -3.21682 -0.03 0.04 -0.02 0.383
H -5.51899 -2.40261 -0.93063 0.03 -0.04 0.02 0.374
H -4.28592 -0.94408 0.64565 -0.01 0.00 0.00 0.461
H -2.20837 0.19373 -0.09514 -0.02 0.04 -0.01 0.511
H -1.53671 1.40720 -5.26072 -0.01 0.00 0.00 0.425
H -2.98429 3.27732 -6.00435 -0.01 -0.01 0.00 0.378
H -4.14890 4.67190 -4.33388 0.04 0.04 0.02 0.385
H -3.78037 4.27754 -1.91555 0.02 0.00 0.02 0.471
H -2.32407 2.42404 -1.18146 0.00 -0.01 0.05 0.012
F -3.78722 5.31233 1.34630 0.02 0.03 -0.01 -0.387
C -2.63265 4.69743 1.01150 -0.06 -0.08 -0.03 0.649
C -2.32763 3.44600 1.51673 -0.05 0.10 -0.07 0.236
F -3.19770 2.83068 2.33370 -0.01 -0.03 0.04 -0.377
C -1.14641 2.83114 1.16767 0.21 0.06 -0.27 -0.040
F -0.90900 1.57763 1.63927 -0.05 -0.10 0.10 -0.411
C -0.17589 3.39080 0.29150 -0.49 0.16 0.28 0.793
O 0.90335 2.81005 -0.02588 0.50 -0.40 0.05 -0.796
C -0.56153 4.66364 -0.21738 0.18 -0.16 0.08 0.226
F 0.25003 5.27719 -1.09229 0.02 0.04 -0.02 -0.382
C -1.73446 5.29153 0.13693 -0.05 -0.07 0.06 0.186
F -2.03282 6.49327 -0.38142 -0.02 0.06 -0.03 -0.389
N 4.77523 -3.97380 5.64518 0.13 0.01 0.07 -0.593
C 4.68004 -3.56624 4.31610 -0.01 -0.01 -0.16 1.186
C 4.66983 -2.20590 3.99539 0.01 -0.07 0.00 -0.906
C 4.60067 -1.80261 2.67707 0.01 0.08 0.07 -0.153
C 4.54284 -2.74839 1.66313 -0.20 0.11 -0.26 -0.299
C 4.57630 -4.09853 1.96559 -0.01 -0.01 -0.10 -0.332
C 4.64422 -4.50721 3.28660 0.03 0.02 0.13 -0.643
S 4.29160 -2.15980 -0.00156 0.05 0.16 -0.06 1.071
O 5.31315 -1.19924 -0.28153 -0.11 0.23 0.06 -0.674
O 4.22754 -3.31614 -0.86866 -0.18 -0.22 0.20 -0.683
N 2.84693 -1.40142 0.06547 0.16 -0.13 -0.10 -0.420
C 1.75669 -2.15828 0.17486 0.13 -0.66 -0.14 0.956
S 1.68868 -3.92334 0.18320 -0.27 0.14 -0.05 -0.080
C -0.02742 -3.84339 0.43340 0.26 -0.09 -0.04 -0.475
C -0.43336 -2.56306 0.45007 -0.27 0.23 0.14 -0.822
N 0.54975 -1.61567 0.30346 0.66 0.45 0.27 -0.184
H 4.47018 -3.29444 6.32184 -0.05 -0.02 0.02 0.223
H 4.44338 -4.90298 5.84031 -0.06 0.00 0.00 0.215
H 4.70046 -1.46973 4.79016 0.02 0.03 -0.02 0.289
H 4.58577 -0.75119 2.42035 -0.03 0.04 0.03 0.164
H 4.54270 -4.82369 1.16356 -0.05 0.01 -0.01 0.534
H 4.65317 -5.56366 3.53071 0.03 -0.01 -0.02 0.264
H -0.61426 -4.74098 0.52970 -0.08 0.06 -0.02 0.394
H -1.45567 -2.23935 0.56547 -0.01 0.00 0.03 0.416
```
Forces are in eV/Å.

The value obtained for the LUMO energy (alpha / beta) is 0.07799 / 0.03502 Eh. The charge is -1. The value obtained for the HOMO energy (alpha / beta) is -5.07 / -4.98 eV. The calculation puts the gap between HOMO and LUMO (alpha / beta) at 0.2642 / 0.2181 Ha. As for the spin multiplicity: 3.

(2)
A molecular structure, C28H19Cl2IrN8O4S, computed with ωB97M-V with the def2-TZVPD basis set.

Structure (XYZ):
```
63
Properties=species:S:1:pos:R:3:forces:R:3:mulliken_charge:R:1
Ir -0.89403 -0.67893 0.26252 0.63 -1.73 0.28 1.123
Cl -0.67836 -7.38504 -1.75626 -0.10 -0.23 0.05 -0.226
C -0.35582 -5.69602 -1.62007 0.53 0.25 -0.52 0.075
C -1.08382 -4.94019 -0.72156 -0.01 0.60 0.23 -1.012
C -0.82899 -3.57185 -0.59410 0.77 -0.98 -0.58 0.385
N -1.44817 -2.72382 0.27118 0.35 1.43 1.27 0.321
C -2.63786 -2.98397 0.91271 0.76 0.36 -0.23 -0.190
O -2.87225 -3.83114 1.73763 -0.37 -0.32 -0.25 -0.574
C -3.65421 -2.04247 0.33682 -0.36 -0.09 0.44 1.175
C -4.94435 -2.47375 0.08120 -0.03 0.23 0.06 -1.045
C -5.79707 -1.62837 -0.61341 0.16 0.03 0.00 -0.268
C -5.31548 -0.40175 -1.04431 -0.06 -0.04 0.11 -0.834
C -4.00631 -0.04916 -0.75411 0.10 0.50 -0.04 -0.060
N -3.20138 -0.84842 -0.06273 1.95 0.04 -0.23 -0.190
C 0.11700 -2.95266 -1.44406 -0.10 -1.36 -0.34 0.484
C 0.86472 -3.73818 -2.32821 -0.22 0.58 0.31 -0.951
C 0.63788 -5.09803 -2.40439 -0.48 -0.46 0.38 0.031
Cl 1.58462 -6.04749 -3.49144 0.15 -0.05 -0.16 -0.228
N 0.23382 -1.60834 -1.30501 -1.74 1.94 0.16 0.279
C 1.32440 -0.85677 -1.68222 -0.45 -0.03 0.19 -0.374
O 1.62498 -0.47039 -2.78166 0.33 -0.27 -0.02 -0.615
C 2.14997 -0.56803 -0.45560 0.41 0.29 -0.20 1.227
C 3.51804 -0.37083 -0.54097 -0.04 0.03 0.11 -0.961
C 4.24108 -0.23400 0.63320 -0.08 0.00 0.06 -0.440
C 3.56937 -0.30853 1.84411 -0.03 -0.04 -0.16 -0.910
C 2.19680 -0.50568 1.83245 -0.22 0.10 0.45 -0.234
N 1.50517 -0.62974 0.70869 -1.50 0.03 -0.46 0.130
H -1.83569 -5.40418 -0.09920 0.06 -0.08 0.05 0.504
H -5.24191 -3.46003 0.40697 0.00 0.03 0.10 0.466
H -6.81571 -1.92668 -0.82161 0.01 -0.01 -0.05 0.439
H -5.94269 0.27772 -1.60269 0.06 0.04 -0.02 0.446
H -3.57908 0.89047 -1.08348 0.00 -0.02 -0.01 0.290
H 1.60247 -3.26839 -2.96429 -0.01 -0.06 -0.08 0.534
H 3.98575 -0.34708 -1.51490 -0.04 0.07 -0.02 0.538
H 5.31083 -0.07544 0.61019 0.01 -0.02 -0.02 0.449
H 4.09737 -0.22853 2.78329 -0.05 0.00 0.02 0.438
H 1.62931 -0.58040 2.75205 0.02 0.07 -0.02 0.435
N 4.63104 4.66692 -0.88851 0.01 -0.04 0.05 -0.554
C 3.31184 4.25325 -0.91707 -0.08 -0.13 0.12 1.236
C 2.35527 4.87336 -0.10508 0.06 0.03 -0.08 -0.781
C 1.05223 4.41526 -0.08345 -0.03 0.04 -0.02 -0.379
C 0.69600 3.34192 -0.88491 -0.37 -0.12 0.08 -0.492
C 1.63001 2.70550 -1.68955 -0.06 0.02 -0.07 -0.566
C 2.93394 3.15714 -1.70152 0.00 0.06 -0.03 -0.923
S -0.93045 2.66668 -0.77439 -0.03 -0.22 -0.17 1.288
O -1.26258 1.99022 -1.99657 0.26 -0.05 0.01 -0.742
O -1.85122 3.64455 -0.27234 0.25 0.05 0.16 -0.719
N -0.74070 1.45087 0.32577 0.14 -0.63 -0.29 -0.318
C -0.79996 1.62226 1.64844 0.08 0.42 0.76 0.745
N -0.66555 2.78860 2.28741 0.00 0.11 -0.15 -0.381
C -0.83216 2.77076 3.59791 0.00 -0.13 0.01 -0.239
C -1.10478 1.61193 4.32114 0.11 -0.05 -0.09 -0.802
C -1.14833 0.43568 3.59573 -0.04 -0.22 0.26 -0.257
N -0.98604 0.42915 2.28249 -0.80 -0.05 -1.35 -0.287
H 4.80686 5.59311 -0.53942 0.03 0.02 -0.06 0.221
H 5.20405 4.39626 -1.66890 0.02 0.07 -0.02 0.230
H 2.64750 5.72081 0.50323 -0.02 0.00 0.03 0.294
H 0.30033 4.86927 0.54680 0.03 0.05 0.02 0.470
H 1.31988 1.86959 -2.30374 0.09 0.03 -0.04 0.657
H 3.67048 2.66871 -2.32842 0.00 -0.01 -0.02 0.290
H -0.73159 3.72859 4.09816 -0.02 -0.02 0.03 0.434
H -1.25456 1.62044 5.38908 0.02 0.00 0.01 0.405
H -1.31186 -0.52474 4.07097 -0.05 -0.01 -0.02 0.511
```
Forces are in eV/Å.

The value obtained for the LUMO energy (alpha / beta) is -0.03243 / -0.03244 Eh. The value obtained for the energy above the lowest of the compared OMol25 structures with the same formula, charge and spin is 78.2 kcal per mole. The value obtained for the HOMO energy (alpha / beta) is -6.58 / -6.58 eV. The calculation puts the gap between HOMO and LUMO (alpha / beta) at 0.2093 / 0.2093 Ha.

(3)
A molecular structure, C28H19ClCrN4O6, computed with ωB97M-V with the def2-TZVPD basis set.

Structure (XYZ):
```
59
Properties=species:S:1:pos:R:3:forces:R:3:mulliken_charge:R:1
Cr 0.13151 -0.12808 -0.05073 0.38 0.18 0.17 -0.339
C -0.57671 1.72389 -2.52602 0.01 -0.01 0.01 -1.056
O -0.52751 1.53472 -1.09710 -0.04 -0.08 0.06 0.404
C -0.59704 2.68079 -0.29440 -0.02 0.01 -0.05 1.137
C -0.83624 3.94456 -0.79293 0.02 0.01 0.06 -0.842
C -0.90737 5.00353 0.10470 0.00 -0.01 -0.02 -0.740
C -0.74239 4.79061 1.46436 0.01 -0.04 0.02 -0.932
C -0.49761 3.51605 1.95031 0.00 0.05 -0.03 -0.520
C -0.41945 2.45273 1.06529 0.01 -0.14 0.04 -0.017
N -0.15084 1.10152 1.44316 -0.06 0.21 0.01 0.789
N -0.00027 0.90690 2.69670 0.00 -0.13 0.00 -0.710
C 0.26016 -0.29785 3.21184 -0.02 0.13 0.09 0.122
C 0.32000 -1.50060 2.45310 0.01 -0.14 -0.06 0.891
O 0.16415 -1.53045 1.16225 -0.09 0.05 -0.01 -0.351
C 0.52033 -2.73794 3.11491 0.01 0.07 0.04 -1.029
C 0.67561 -2.76990 4.46220 0.01 -0.03 0.01 -0.775
C 0.64408 -1.59442 5.27236 0.00 -0.02 -0.01 0.648
C 0.81993 -1.67560 6.66570 -0.01 0.02 -0.02 -0.944
C 0.78785 -0.54039 7.43339 0.00 0.03 0.00 -0.569
C 0.57860 0.70269 6.82118 0.00 -0.02 0.01 -0.767
C 0.40559 0.80320 5.46056 0.00 -0.02 0.00 -0.283
C 0.43392 -0.34678 4.65968 0.01 -0.01 -0.04 0.771
H 0.25315 2.35630 -2.83776 -0.01 -0.01 -0.02 0.417
H -1.53298 2.16637 -2.79686 0.01 0.00 -0.01 0.342
H -0.48762 0.73733 -2.96764 -0.01 0.01 -0.02 0.262
H -0.96334 4.12376 -1.84912 -0.01 0.00 -0.01 0.447
H -1.09247 5.99990 -0.27069 0.00 0.01 0.00 0.420
H -0.79866 5.62123 2.15313 0.00 0.01 0.00 0.432
H -0.35749 3.33572 3.00493 0.00 0.00 0.01 0.441
H 0.55067 -3.63389 2.51185 0.00 0.00 -0.01 0.496
H 0.83347 -3.72199 4.95515 0.00 0.00 0.01 0.393
H 0.98140 -2.64506 7.11940 0.00 -0.01 0.00 0.413
H 0.92519 -0.60023 8.50400 0.00 0.00 0.00 0.406
H 0.55476 1.59847 7.42676 0.00 0.01 0.01 0.423
H 0.25061 1.76880 5.00359 0.00 0.01 -0.01 0.420
O 4.01761 -1.69057 -3.93411 -0.06 -0.08 -0.09 -0.531
C 2.88592 -2.30562 -4.23193 0.09 -0.02 0.01 0.445
O 2.77965 -3.04695 -5.16733 -0.02 0.00 -0.03 -0.550
C 1.70746 -2.04208 -3.33587 -0.02 0.01 -0.02 -0.332
C 0.43353 -2.57676 -3.51114 -0.06 -0.03 0.00 0.630
Cl -0.06151 -3.57937 -4.77215 0.02 0.02 0.01 -0.140
N -0.37888 -2.13233 -2.50843 0.06 0.05 0.04 -0.291
N 0.34281 -1.31347 -1.71328 -0.14 -0.18 -0.11 0.889
C 1.57822 -1.25759 -2.19072 0.00 0.09 0.06 -0.181
C 2.51122 -0.36421 -1.42040 0.03 -0.09 0.09 1.274
O 3.66848 -0.22540 -1.74144 0.01 0.06 -0.01 -0.753
O 1.94416 0.21961 -0.39773 -0.08 -0.05 -0.14 -0.547
C -1.77128 -2.36142 -2.18907 0.06 0.01 -0.03 0.851
C -2.54692 -3.28930 -2.87175 -0.02 0.00 0.03 -0.950
C -3.88475 -3.45195 -2.53761 0.02 -0.01 -0.02 -0.844
C -4.46828 -2.70978 -1.52794 0.01 0.02 0.02 -0.577
C -3.68953 -1.80059 -0.82919 0.00 -0.04 -0.02 -1.277
C -2.35642 -1.63314 -1.15590 0.02 0.06 0.08 0.556
H 3.96542 -1.12990 -3.12611 0.02 0.06 0.08 0.426
H -2.13784 -3.89659 -3.65528 0.02 -0.01 -0.01 0.393
H -4.46759 -4.17967 -3.08475 -0.01 -0.01 0.00 0.404
H -5.51091 -2.84440 -1.27785 -0.01 0.00 0.00 0.438
H -4.11121 -1.22187 -0.01920 0.00 0.01 0.01 0.469
H -1.80410 -0.93727 -0.53439 -0.15 -0.03 -0.19 1.001
```
Forces are in eV/Å.

The value obtained for the LUMO energy (alpha / beta) is -0.15652 / -0.16830 Eh. The charge is +1. The value obtained for the HOMO energy (alpha / beta) is -11.06 / -11.14 eV. The calculation puts the gap between HOMO and LUMO (alpha / beta) at 0.2499 / 0.2412 Ha. As for the spin multiplicity: 4.

(4)
A molecular structure, C28H19F12HfNO4, computed with ωB97M-V with the def2-TZVPD basis set.

Structure (XYZ):
```
65
Properties=species:S:1:pos:R:3:forces:R:3:mulliken_charge:R:1
Hf 0.62600 0.07572 0.24629 -0.52 -0.13 -0.67 1.444
C -2.10820 3.88102 5.48597 0.06 -0.09 -0.05 -1.588
C -1.60447 3.35347 4.16808 -0.02 0.07 0.04 0.363
C -1.21095 4.20303 3.14085 -0.05 -0.05 0.05 -1.298
C -0.79107 3.70826 1.92488 0.05 -0.18 -0.07 -0.434
C -0.74907 2.32827 1.65650 -0.34 0.17 0.24 0.899
N -0.34629 1.83626 0.42429 -1.06 1.64 0.29 0.205
C -0.23031 2.68496 -0.68560 0.27 0.43 -0.01 0.544
C -1.31827 3.49192 -1.05223 0.01 -0.14 -0.11 -0.335
C -1.26337 4.32160 -2.14730 0.02 -0.06 0.04 -0.875
C -0.12599 4.36108 -2.95545 0.05 0.04 -0.04 0.317
C -0.07114 5.26278 -4.16105 -0.03 -0.13 0.07 -1.587
C 0.93887 3.54423 -2.62274 -0.10 0.04 -0.05 -0.763
C 0.92793 2.72969 -1.48727 -0.12 -0.13 0.44 -0.786
C 2.17030 1.87787 -1.15480 0.56 0.31 -0.41 1.524
O 2.13945 1.21877 0.05450 2.45 1.97 -0.67 -1.079
C 2.35438 0.78125 -2.28953 0.09 -0.55 -0.50 0.911
F 1.25997 0.65371 -3.05099 0.07 0.13 -0.05 -0.256
F 2.53458 -0.44112 -1.70065 0.16 0.39 -0.37 -0.284
F 3.37179 0.95199 -3.13344 0.14 0.26 0.22 -0.300
C 3.45901 2.74368 -1.06334 0.09 0.06 0.10 0.544
F 3.70943 3.51501 -2.13693 0.02 -0.17 0.16 -0.264
F 4.52778 1.94722 -0.88752 -0.14 0.19 0.02 -0.265
F 3.36088 3.55268 -0.00252 0.06 -0.07 -0.20 -0.256
C -1.07389 1.45919 2.72940 -0.05 -0.06 -0.23 -0.192
C -1.49408 1.99015 3.94670 0.03 0.10 -0.06 -0.859
C -0.84556 -0.05752 2.62868 -0.21 -0.19 0.90 1.502
O -0.78009 -0.60383 1.36461 -1.39 -0.17 2.29 -1.037
C -1.91645 -0.88554 3.40434 -0.10 -0.12 -0.01 0.472
F -1.86383 -2.17323 3.03256 -0.04 0.18 0.11 -0.240
F -3.14710 -0.43467 3.14271 0.13 -0.08 -0.01 -0.263
F -1.74900 -0.86545 4.74507 -0.03 -0.03 -0.20 -0.256
C 0.55090 -0.33275 3.26724 0.18 -0.29 0.36 0.586
F 0.90836 -1.61780 3.17397 -0.06 0.07 0.13 -0.244
F 0.73876 0.04138 4.51936 -0.08 0.23 -0.12 -0.254
F 1.48116 0.37414 2.49780 -0.37 -0.33 0.07 -0.236
H -2.30636 4.95018 5.42436 0.00 0.01 0.04 0.381
H -1.38195 3.71290 6.28426 -0.01 0.03 0.01 0.314
H -3.03342 3.37861 5.77155 -0.01 0.04 0.03 0.362
H -1.22684 5.27577 3.29737 -0.02 0.00 -0.01 0.364
H -0.46752 4.39214 1.15351 -0.03 0.03 0.00 0.508
H -2.21239 3.43085 -0.44484 0.00 0.06 -0.01 0.633
H -2.11887 4.94023 -2.39339 0.00 0.01 0.00 0.397
H -0.63481 6.17645 -3.97465 0.03 0.04 -0.05 0.402
H -0.50710 4.77553 -5.03610 0.01 0.02 -0.01 0.295
H 0.95749 5.52970 -4.39987 -0.01 0.03 -0.04 0.386
H 1.80572 3.54907 -3.27001 -0.01 0.01 0.02 0.493
H -1.72940 1.32941 4.77038 -0.04 -0.01 -0.05 0.592
C 1.93480 -3.97246 0.89121 0.05 0.12 0.11 -2.118
C 1.30026 -2.81745 0.17083 0.30 -0.42 0.05 1.551
O 1.63492 -1.67259 0.55412 0.80 -2.15 -0.01 -0.638
C 0.39414 -3.06179 -0.92784 -0.22 0.34 -0.08 0.746
C 0.18439 -4.39207 -1.36274 0.03 0.03 0.02 -1.070
C -0.59223 -4.68718 -2.44761 -0.05 -0.05 -0.04 -0.920
C -1.21250 -3.64364 -3.14936 0.06 -0.13 0.10 -0.450
C -1.06678 -2.34606 -2.73866 0.00 0.30 0.04 -0.836
C -0.27278 -2.00465 -1.62470 -0.03 -0.73 -0.43 0.542
O -0.17317 -0.73867 -1.31093 -0.58 -0.92 -1.35 -0.394
H 2.55811 -3.58535 1.69247 -0.01 0.03 -0.02 0.387
H 2.55158 -4.55750 0.20912 -0.02 -0.03 -0.01 0.507
H 1.17103 -4.62450 1.31516 -0.01 -0.02 -0.04 0.459
H 0.65803 -5.20628 -0.83381 0.03 0.03 0.03 0.402
H -0.72915 -5.71432 -2.75535 0.02 0.01 -0.02 0.401
H -1.80959 -3.87078 -4.02323 -0.05 0.04 0.02 0.431
H -1.55536 -1.53082 -3.25642 0.03 -0.01 -0.01 0.513
```
Forces are in eV/Å.

The value obtained for the LUMO energy is -0.03793 Eh. The value obtained for the energy above the lowest of the compared OMol25 structures with the same formula, charge and spin is 23.5 kcal per mole. The value obtained for the HOMO energy is -7.27 eV. The calculation puts the gap between HOMO and LUMO at 0.2291 Ha.

- Which formula does entry 3 have?
  C28H19ClCrN4O6